An isolated molecule of C4H9NO2 at a distorted geometry. Source: the Open Molecules 2025 dataset; level of theory: ωB97M-V/def2-TZVPD.

Properties
- F_max (Eh/bohr) = 0.058
- structure (SMILES) = C/N=C\OCCO
- E_LUMO (eV) = 0.863
- HOMO energy (eV) = -9.041
- energy above the lowest of the compared OMol25 structures with the same formula, charge and spin (kcal per mole) = 75.1

Atoms and positions in Å:
O 0.753 0.172 1.724
O -1.028 -1.183 -0.260
N -1.312 1.215 -0.518
C -0.070 1.761 -0.937
C 0.426 -1.245 -0.244
C 0.977 -1.103 1.167
C -1.679 0.020 -0.366
H -0.264 2.821 -1.106
H 0.700 -2.233 -0.635
H -0.201 0.278 1.845
H 0.218 1.309 -1.897
H -2.715 0.195 -0.625
H 0.711 1.622 -0.193
H 0.863 -0.491 -0.902
H 2.067 -1.238 1.150
H 0.555 -1.898 1.798